(1)
Below is C26H52Hg2N7O11 as an isolated structure at a distorted geometry, with properties calculated with wB97M-V/def2-TZVPD.

```
98
Properties=species:S:1:pos:R:3:forces:R:3:lowdin_charge:R:1
Hg -0.03019 3.51725 2.24989 -0.1 -2.2 0.4 1.260
Hg 1.34561 0.62229 3.59385 -0.3 -1.3 -1.3 1.257
O 0.66879 2.68388 4.18785 0.0 0.4 -0.7 -0.490
H 0.24859 3.03159 4.97849 -0.1 -0.2 0.1 -0.014
O 0.83852 1.57078 1.48356 0.8 0.7 0.0 -0.479
C 0.49393 0.48657 0.66345 -1.9 -0.5 -0.6 -0.347
C 1.24488 -0.85277 0.92788 0.3 0.8 0.4 -0.321
O 1.54926 -1.23074 2.25216 0.0 2.3 0.7 -0.371
H 0.55685 0.61093 -0.42789 0.9 0.7 0.0 0.095
H -0.59658 0.34011 0.68550 -0.1 -0.3 0.9 0.076
H 2.16622 -0.77348 0.33562 0.2 -0.2 0.1 0.083
H 0.61501 -1.61572 0.45601 0.0 -0.1 0.0 0.100
C 4.16292 1.73794 2.95003 0.4 -0.5 -0.2 -0.307
O 3.44973 1.38451 3.89991 0.2 0.7 0.3 -0.135
N 4.92800 0.89553 2.27511 -0.5 -0.4 0.6 -0.156
C 5.58884 1.26908 1.04160 -0.5 -1.2 -0.2 -0.018
C 4.91932 -0.53273 2.63520 1.1 0.0 0.5 -0.009
H 4.25674 2.77477 2.60062 -0.2 0.1 0.2 0.149
H 5.52571 2.33484 0.84366 0.1 0.0 0.1 0.091
H 5.02708 0.68751 0.30746 0.2 0.4 -0.6 0.073
H 6.60461 0.87669 1.01326 0.1 0.4 0.2 0.102
H 4.54913 -1.20361 1.86333 -0.2 0.3 -0.2 0.092
H 5.95228 -0.80453 2.86728 0.1 -0.1 -0.3 0.101
H 4.41056 -0.73614 3.57140 -0.4 0.4 -0.2 0.087
C -3.38449 3.13009 2.33898 -1.7 0.1 -1.5 -0.268
O -2.19782 2.78340 2.35280 1.0 0.3 0.7 -0.140
N -4.12740 2.99132 1.23568 1.3 -1.0 0.6 -0.154
C -3.53887 2.33788 0.05958 -0.4 1.7 -0.7 -0.023
C -5.47358 3.45396 1.09124 -1.2 0.3 0.0 -0.041
H -3.95633 3.55079 3.17550 0.4 0.0 0.2 0.155
H -3.60347 3.15040 -0.67414 0.1 -0.4 -0.5 0.103
H -4.13740 1.50583 -0.30304 0.1 -0.1 0.3 0.107
H -2.48265 2.11499 0.14771 -0.2 -0.4 0.5 0.061
H -5.60748 4.13043 0.24299 0.5 0.0 0.0 0.101
H -6.17794 2.64246 0.89676 0.2 -0.2 0.2 0.105
H -5.80357 4.00945 1.96886 0.1 -0.2 0.1 0.097
C -2.99029 -1.27504 1.04518 -0.4 -0.9 1.0 -0.373
O -3.19613 -0.38686 1.86493 0.4 0.4 -0.5 -0.017
N -3.85347 -2.27990 0.81193 0.2 0.0 0.7 -0.172
C -3.54485 -3.35038 -0.12882 0.0 -0.1 0.7 -0.039
C -5.19791 -2.22122 1.37570 -0.6 -0.5 -1.1 -0.028
H -2.04644 -1.42493 0.50297 0.1 0.2 0.0 0.109
H -3.97543 -3.09208 -1.09483 0.2 -0.5 -0.2 0.090
H -3.91136 -4.30454 0.25474 -0.6 0.2 -0.1 0.092
H -2.47628 -3.57304 -0.12813 0.1 0.6 -0.4 0.088
H -5.36224 -1.43135 2.09858 0.4 0.2 -0.2 0.082
H -5.84843 -2.10142 0.50268 -0.4 0.3 0.2 0.095
H -5.55524 -3.15285 1.81848 0.6 -0.2 0.1 0.091
C 2.44115 -2.19455 -3.10960 -0.5 -0.5 -0.1 -0.347
O 1.83537 -2.61843 -4.07321 0.0 0.2 0.2 0.021
N 3.32892 -1.18374 -3.13587 0.1 -0.1 0.0 -0.189
C 4.09669 -0.75828 -2.00524 1.3 -0.3 0.4 -0.096
C 3.45125 -0.32279 -4.29294 -0.3 1.1 0.5 -0.027
H 2.27898 -2.61658 -2.10154 0.2 0.0 0.1 0.131
H 3.99404 -1.33806 -1.08612 -1.0 0.0 -0.1 0.074
H 3.99244 0.31468 -1.82838 -0.3 0.0 0.2 0.072
H 5.16968 -0.93751 -2.15532 0.1 0.3 -0.6 0.094
H 3.04633 0.64249 -3.96216 0.1 0.2 -0.2 0.073
H 4.49722 -0.13605 -4.53684 0.0 -0.4 -0.3 0.094
H 2.83255 -0.61722 -5.13283 0.3 -0.5 0.0 0.095
C -3.69763 0.76923 -3.61204 -0.2 -0.9 0.1 -0.342
O -4.44023 -0.17393 -3.81936 -0.1 0.7 0.0 0.019
N -2.58539 0.66443 -2.86534 0.4 0.5 -0.4 -0.183
C -2.17401 -0.53621 -2.17278 0.6 0.4 0.1 -0.026
C -1.58720 1.71162 -2.79216 0.6 0.4 0.5 -0.072
H -3.84291 1.80326 -3.96252 -0.2 -0.1 -0.3 0.136
H -1.93865 -0.12951 -1.18548 0.2 -0.7 0.2 0.056
H -1.26647 -0.91861 -2.64837 0.1 -0.1 0.2 0.105
H -2.87100 -1.36383 -2.11262 -0.5 0.4 -0.2 0.077
H -0.57423 1.33133 -2.93694 -0.1 -0.3 -0.2 0.073
H -1.66571 2.54827 -3.48370 -0.6 -0.3 -0.3 0.094
H -1.56177 2.15880 -1.79382 -0.1 0.0 0.2 0.057
C 2.03563 3.71789 -3.68197 -0.1 0.4 0.2 -0.326
O 1.30235 2.76566 -3.84793 0.1 -0.1 0.1 0.013
N 2.63196 4.05728 -2.51370 1.0 -0.1 1.1 -0.182
C 2.36503 3.34122 -1.27027 -0.6 0.1 -0.4 -0.049
C 3.44251 5.25290 -2.33292 0.0 0.3 -0.4 -0.059
H 2.24896 4.45888 -4.46432 0.1 -0.1 -0.2 0.141
H 2.00805 2.34235 -1.51051 0.1 -0.1 0.2 0.073
H 1.57791 3.85242 -0.70549 -0.3 0.0 0.0 0.071
H 3.21489 3.33294 -0.58934 0.3 -0.2 -0.4 0.076
H 4.37236 5.09485 -1.78363 -0.2 -0.5 0.3 0.086
H 3.81228 5.65606 -3.27593 -0.5 0.0 -0.2 0.091
H 2.85110 5.99543 -1.79440 0.2 0.3 -0.1 0.090
C -0.18919 -3.36456 2.47836 -0.2 -0.2 0.1 -0.077
C 0.41486 -4.28522 1.64596 -0.7 -1.2 0.1 -0.057
C -0.25177 -5.48802 1.31951 1.1 0.7 0.1 0.008
C -1.46848 -5.75085 1.90574 -0.2 0.4 0.1 -0.167
C -2.07458 -4.82628 2.74163 -0.5 0.4 0.5 -0.021
C -1.47758 -3.60649 2.97050 0.8 0.2 -0.3 -0.064
N -2.12072 -7.04737 1.73042 0.6 -0.9 0.2 -0.358
O -3.23742 -7.20664 2.16679 -0.5 0.4 0.0 0.080
O -1.46103 -7.93855 1.23190 0.1 0.2 -0.3 0.085
H 0.41758 -2.50635 2.74604 -0.5 0.0 0.0 0.058
H 1.45002 -4.17375 1.35575 0.0 0.2 -0.2 0.108
H 0.29525 -6.19516 0.71389 -0.4 -0.3 -0.1 0.120
H -2.96877 -5.02341 3.31602 -0.2 -0.4 -0.5 0.124
H -1.97731 -2.83597 3.54150 0.0 -0.2 0.3 0.109
```
Forces are in eV/Å.

LUMO (eV): -6.121
2S+1: 1
Highest occupied orbital energy (eV): -11.129
Total charge: +1



(2)
Below is C20H30N3O5PRe as an isolated structure at a distorted geometry, with properties calculated with wB97M-V/def2-TZVPD.

```
60
Properties=species:S:1:pos:R:3:forces:R:3:mulliken_spin:R:1
N 1.27329 1.98122 -1.48624 -1.1 0.6 0.3 0.073
C 0.94926 3.09217 -1.44658 1.3 -0.4 0.3 0.020
C 0.84934 4.52936 -1.32500 -0.5 0.5 -0.1 0.002
H -0.21954 4.81683 -1.41213 0.7 0.1 0.1 0.003
H 1.43574 5.00659 -2.13681 -0.3 -0.2 0.4 0.000
H 1.27494 4.81264 -0.33857 -0.3 0.0 -0.6 -0.001
N 2.58686 -1.53349 -1.75387 3.7 -2.2 -1.5 -0.088
C 3.44814 -2.17596 -2.19869 0.1 0.2 2.7 0.160
C 4.61257 -2.98844 -2.04457 0.5 -0.3 -0.9 0.000
H 5.43309 -2.62581 -2.67530 0.0 -0.3 0.0 0.008
H 4.36300 -4.03948 -2.23595 0.3 0.1 -0.1 0.008
H 4.84954 -2.83092 -0.99033 0.3 -0.2 0.1 0.009
N -1.81645 -0.78563 -1.05352 -0.3 -1.2 -0.4 0.032
C -2.58711 -1.64216 -1.22470 0.2 1.3 0.7 0.022
C -3.69833 -2.57500 -1.32296 -0.2 -0.5 -0.1 0.003
H -3.50276 -3.45986 -0.67417 -0.2 0.6 -0.5 0.000
H -3.85371 -2.91030 -2.37088 0.1 0.2 0.6 0.000
H -4.60489 -2.03394 -0.97571 0.4 -0.4 -0.2 0.001
Re 0.95428 -0.66142 -1.70941 -4.1 2.6 0.6 1.350
C 0.61373 -1.92877 -0.30312 -1.5 -5.8 6.0 -0.048
O 0.57923 -2.66795 0.61977 0.2 3.7 -5.0 0.109
C 1.80816 -0.02393 -0.05865 5.3 3.4 6.0 -0.008
O 2.47538 0.25823 0.87418 -3.5 -1.9 -4.9 0.051
C 1.15424 0.84815 -3.77423 0.4 0.5 -0.5 0.037
C -0.23425 0.91778 -3.57584 -0.1 -0.1 -0.1 0.139
C -0.97728 -0.25394 -3.46864 -0.5 0.4 -0.4 0.070
C -0.34564 -1.50728 -3.44055 -0.3 -0.7 -1.2 -0.001
C 1.02029 -1.56528 -3.70882 -0.5 -1.0 -1.0 0.014
C 1.76995 -0.37934 -3.83476 1.0 0.5 -1.2 0.032
H 1.76910 1.74409 -3.86298 -0.3 -0.3 0.0 0.000
H -0.72211 1.87506 -3.49900 -0.1 0.1 -0.1 0.011
H -2.05424 -0.17678 -3.44986 0.0 0.0 0.2 0.002
H -0.92178 -2.43640 -3.36529 0.3 0.4 0.0 -0.004
H 1.46167 -2.54615 -3.74944 0.2 -0.1 -0.3 -0.004
H 2.85162 -0.37455 -3.88502 -0.1 -0.2 -0.5 -0.007
C 0.30859 3.84598 2.61871 -0.3 0.1 0.1 -0.002
C 0.97870 2.55372 2.30182 1.2 0.1 0.9 0.021
O 0.26012 1.65319 1.38422 -1.1 -1.6 -1.8 0.054
P -1.14503 0.95100 1.46002 -0.8 0.1 5.2 0.596
O -1.67548 1.45752 2.91525 0.4 -0.5 -3.3 0.027
C -1.08473 0.92475 4.15960 -0.2 -0.2 1.1 0.024
C -0.02774 -0.17191 4.18984 0.0 -0.2 -0.1 -0.003
O -1.28276 -0.70648 1.67410 1.8 1.8 -1.0 0.216
C -2.60607 -1.18181 2.03421 -2.0 -0.1 0.3 0.035
C -2.73795 -2.66607 2.37207 0.3 0.0 0.3 0.016
H 0.18476 4.49286 1.75018 -0.1 -0.1 0.0 0.002
H 0.97570 4.35749 3.31848 -0.1 0.1 0.0 0.001
H -0.64548 3.68005 3.10895 -0.1 0.2 0.0 0.002
H 1.94037 2.73997 1.81813 -0.2 -0.2 -0.2 0.002
H 1.19435 1.95629 3.19247 -0.2 0.2 -0.1 0.006
H -0.68786 1.83709 4.62106 -0.3 -0.3 0.2 0.006
H -1.98819 0.56166 4.66007 0.4 0.3 0.4 -0.002
H 0.91801 0.05035 3.67212 -0.3 0.0 0.1 0.002
H 0.22595 -0.27468 5.25776 -0.1 0.1 -0.3 0.006
H -0.39346 -1.15622 3.86806 0.1 0.3 0.1 0.009
H -2.98033 -0.58606 2.88901 0.3 -0.2 -0.5 -0.001
H -3.25389 -0.99606 1.16830 0.1 0.2 0.3 -0.016
H -2.41650 -3.33920 1.55519 0.0 0.3 0.5 0.000
H -2.23206 -2.91153 3.32348 -0.1 -0.1 -0.6 0.000
H -3.82438 -2.83126 2.54458 0.6 0.1 -0.1 -0.001
```
Forces are in eV/Å.

LUMO (spin up / spin down) (eV): -13.143 / -16.095
2S+1: 4
Energy relative to the best compared isomer or geometry (same formula, charge and spin) (kJ/mol): 87.8
Highest occupied orbital energy (spin up / spin down) (eV): -21.673 / -21.773
Total charge: +4



Number 1: energy -2539.16551 a.u.. Number 2: energy -1738.43162 a.u..